# 1
# C14H13BrN2O3

A single C14H13BrN2O3 molecule (ωB97M-V/def2-TZVPD, the Open Molecules 2025 dataset).

* Kohn-Sham gap: 8.3 eV
* LUMO level: -0.15 eV
* largest force on an atom: 1.06 eV/Å
* SMILES: C[C@H]1C[C@@H]1C(=O)OCc1cc(=O)n2cc(Br)ccc2n1
* calculated total energy: -3450.5433 a.u.
* E_HOMO: -8.445 eV
* relative energy (zero: lowest compared OMol25 entry of this formula, charge and spin): 0.000 eV

Cartesian coordinates (Å):
C 2.975 3.286 -0.531
C 2.980 1.840 -0.948
C 4.218 1.023 -0.853
C 3.084 0.764 0.114
C 2.283 -0.462 -0.076
O 2.038 -0.982 -1.135
O 1.854 -0.942 1.105
C 1.043 -2.112 1.053
C -0.337 -1.794 0.535
C -0.777 -2.244 -0.678
C -2.076 -1.916 -1.162
O -2.601 -2.255 -2.199
N -2.818 -1.070 -0.254
C -4.065 -0.685 -0.632
C -4.823 0.108 0.167
Br -6.558 0.625 -0.388
C -4.321 0.548 1.415
C -3.075 0.163 1.788
C -2.276 -0.668 0.952
N -1.082 -1.021 1.344
H 3.668 3.453 0.290
H 1.979 3.590 -0.212
H 3.272 3.917 -1.367
H 2.313 1.605 -1.769
H 4.392 0.270 -1.606
H 5.112 1.476 -0.453
H 3.199 1.063 1.146
H 0.982 -2.458 2.086
H 1.520 -2.861 0.414
H -0.154 -2.844 -1.320
H -4.382 -1.060 -1.596
H -4.932 1.178 2.043
H -2.636 0.465 2.724


# 2
# C14H13CdN2S3Sb

A molecular structure, C14H13CdN2S3Sb (ωB97M-V/def2-TZVPD, the Open Molecules 2025 dataset).

* Kohn-Sham gap (spin up / spin down): 6.5 / 5.9 eV
* LUMO level (spin up / spin down): 2.32 / 1.42 eV
* largest force on an atom: 0.90 eV/Å
* calculated total energy: -2253.4789 a.u.
* spin multiplicity: 2
* E_HOMO (spin up / spin down): -4.181 / -4.510 eV
* net charge: -1

Cartesian coordinates (Å):
Cd -0.056 0.233 0.144
S -1.862 2.185 -4.119
Sb -1.101 2.571 -1.979
S 1.095 1.640 -1.695
S -2.350 1.225 -0.424
C 2.271 -4.481 -2.525
N 1.210 -3.624 -2.044
C -0.142 -3.828 -2.180
C -0.748 -2.761 -1.584
N 0.209 -1.917 -1.089
C 1.365 -2.459 -1.375
H 1.835 -5.338 -3.030
H 2.886 -4.834 -1.698
H 2.908 -3.946 -3.229
H -0.549 -4.687 -2.685
H -1.795 -2.526 -1.499
H 2.326 -2.030 -1.136
C 2.928 2.731 4.266
C 2.579 2.926 2.915
C 1.838 1.988 2.252
C 1.396 0.798 2.888
C 0.618 -0.180 2.184
C 0.256 -1.305 2.893
C 0.605 -1.503 4.246
C 1.337 -0.566 4.917
C 1.757 0.610 4.254
C 2.526 1.598 4.916
H 3.516 3.481 4.780
H 2.898 3.822 2.396
H 1.589 2.146 1.208
H -0.326 -2.084 2.409
H 0.281 -2.404 4.756
H 1.604 -0.706 5.959
H 2.793 1.439 5.956


# 3
# C14H13Cl3N2O4

A single C14H13Cl3N2O4 molecule (ωB97M-V/def2-TZVPD, the Open Molecules 2025 dataset).

* Kohn-Sham gap: 8.0 eV
* LUMO level: -0.06 eV
* largest force on an atom: 16.97 eV/Å
* SMILES: CCOC(=O)NC(=O)C(/C=N/c1ccc(Cl)c(Cl)c1Cl)=C(\C)O
* calculated total energy: -2331.9391 a.u.
* E_HOMO: -8.075 eV
* relative energy (zero: lowest compared OMol25 entry of this formula, charge and spin): 11.792 eV

Cartesian coordinates (Å):
C -1.766 0.301 -3.308
C -1.513 1.899 -3.009
O -0.120 2.045 -2.127
C -0.412 1.756 -0.855
O -1.498 1.357 -0.210
N 0.926 2.172 -0.414
C 1.226 2.124 0.933
O 2.065 2.855 1.432
C 0.235 1.214 1.621
C 0.157 0.014 1.286
N 0.682 -0.620 0.383
C 0.927 -1.900 -0.009
C 0.526 -2.308 -1.422
C 0.707 -3.462 -1.928
C 0.937 -4.584 -0.982
Cl 1.174 -6.197 -1.512
C 1.495 -4.167 0.175
Cl 1.705 -5.455 1.302
C 1.142 -2.848 0.860
Cl 1.481 -2.625 2.730
C -0.182 1.619 2.850
C -0.059 3.109 3.474
O -0.860 0.870 3.869
H -0.755 -0.145 -3.742
H -2.539 0.100 -3.888
H -1.900 -0.239 -2.588
H -1.376 2.488 -4.030
H -2.326 2.192 -2.445
H 1.461 2.618 -1.011
H -0.436 -0.706 1.966
H 0.463 -1.322 -2.133
H 0.576 -3.646 -2.819
H -1.250 3.491 3.424
H 0.053 3.101 4.717
H 0.508 3.600 3.013
H -1.454 1.299 4.398


# 4
# C14H13Cl5N3O4PtSSbSe4

A molecular structure, C14H13Cl5N3O4PtSSbSe4 (ωB97M-V/def2-TZVPD, the Open Molecules 2025 dataset).

* Kohn-Sham gap: 3.4 eV
* LUMO level: 2.53 eV
* largest force on an atom: 1.02 eV/Å
* calculated total energy: -13670.9824 a.u.
* E_HOMO: -0.841 eV
* net charge: -2
* relative energy (zero: lowest compared OMol25 entry of this formula, charge and spin): 3.032 eV

Cartesian coordinates (Å):
Pt -0.272 -0.093 -0.273
Cl -0.567 0.633 2.842
C -0.203 1.958 1.787
C -0.053 1.726 0.416
C 0.273 2.819 -0.379
Cl 0.552 2.592 -2.082
C 0.405 4.103 0.151
Cl 0.802 5.443 -0.875
C 0.229 4.310 1.512
Cl 0.399 5.899 2.184
C -0.063 3.228 2.337
Cl -0.246 3.471 4.038
C 6.098 -4.719 -2.380
C 6.594 -4.028 -1.115
S 5.458 -2.827 -0.489
O 6.033 -2.273 0.714
O 4.143 -3.411 -0.477
C 5.468 -1.550 -1.735
C 5.173 -0.172 -1.149
N 3.973 -0.132 -0.312
C 2.714 -0.368 -0.756
N 1.843 -0.304 0.239
C 2.545 -0.022 1.367
C 3.858 0.088 1.050
N 4.927 0.467 1.938
O 4.660 0.491 3.121
O 5.974 0.868 1.444
C 2.383 -0.646 -2.175
H 6.718 -5.588 -2.597
H 6.139 -4.055 -3.244
H 5.069 -5.052 -2.253
H 7.544 -3.509 -1.249
H 6.695 -4.721 -0.277
H 4.734 -1.849 -2.479
H 6.461 -1.545 -2.188
H 5.032 0.531 -1.970
H 6.002 0.164 -0.543
H 2.072 0.098 2.328
H 2.956 -0.002 -2.844
H 1.321 -0.449 -2.319
H 2.571 -1.694 -2.414
Se -5.926 0.354 -1.685
Sb -4.304 -0.220 0.046
Se -2.157 -0.490 -1.518
Se -3.690 1.613 1.536
Se -4.557 -2.426 1.058


# 5
# C14H13ClN2O6S2

A single C14H13ClN2O6S2 molecule (ωB97M-V/def2-TZVPD, the Open Molecules 2025 dataset).

* Kohn-Sham gap: 9.6 eV
* LUMO level: 0.09 eV
* largest force on an atom: 1.06 eV/Å
* SMILES: NS(=O)(=O)c1ccc(CNS(=O)(=O)c2cc(C(=O)O)ccc2Cl)cc1
* calculated total energy: -2358.8345 a.u.
* E_HOMO: -9.503 eV

Cartesian coordinates (Å):
N 3.139 3.288 0.898
S 2.774 1.670 1.187
O 3.998 0.919 1.165
O 1.949 1.630 2.359
C 1.759 1.291 -0.223
C 2.173 0.394 -1.184
C 1.309 0.069 -2.218
C 0.048 0.647 -2.283
C -0.945 0.230 -3.332
N -2.103 -0.325 -2.650
S -1.797 -1.705 -1.740
O -3.019 -2.447 -1.691
O -0.616 -2.357 -2.222
C -1.444 -1.036 -0.113
C -0.228 -1.312 0.477
C 0.049 -0.818 1.747
C 1.372 -1.048 2.393
O 1.558 -1.092 3.577
O 2.332 -1.225 1.479
C -0.911 -0.069 2.422
C -2.128 0.210 1.829
C -2.392 -0.274 0.552
Cl -3.874 0.069 -0.220
C -0.338 1.574 -1.317
C 0.517 1.892 -0.279
H 2.916 3.869 1.690
H 4.098 3.410 0.615
H 3.149 -0.055 -1.095
H 1.602 -0.658 -2.959
H -0.490 -0.506 -4.006
H -1.279 1.096 -3.911
H -2.905 -0.471 -3.244
H 0.486 -1.911 -0.065
H 3.210 -1.247 1.896
H -0.674 0.301 3.407
H -2.874 0.797 2.339
H -1.318 2.021 -1.376
H 0.234 2.581 0.499


# 6
# C14H13FeN2O3

A molecular structure, C14H13FeN2O3 (ωB97M-V/def2-TZVPD, the Open Molecules 2025 dataset).

* Kohn-Sham gap (spin up / spin down): 6.2 / 6.6 eV
* LUMO level (spin up / spin down): -2.80 / -4.97 eV
* largest force on an atom: 7.90 eV/Å
* calculated total energy: -2139.7443 a.u.
* spin multiplicity: 5
* E_HOMO (spin up / spin down): -9.044 / -11.583 eV
* net charge: +1
* relative energy (zero: lowest compared OMol25 entry of this formula, charge and spin): 1.794 eV

Cartesian coordinates (Å):
C 2.801 2.785 0.084
C 1.331 2.895 -0.019
N 0.344 2.001 -0.080
C -0.815 2.752 -0.324
C -0.529 4.076 -0.312
N 0.851 4.141 -0.117
H 3.110 1.756 -0.125
H 3.284 3.481 -0.633
H 3.119 3.109 1.094
H -1.749 2.267 -0.523
H -1.125 4.965 -0.385
H 1.412 4.999 -0.071
O -1.841 -5.301 0.956
C -1.768 -4.151 0.762
Fe -0.814 -2.645 0.733
C -0.448 -2.711 2.560
O 0.280 -2.921 3.441
C 0.675 -3.583 0.271
O 1.555 -4.343 0.219
C 0.510 0.335 -0.121
C 0.349 -0.237 -1.502
C -0.270 -1.369 -1.937
C -1.148 -2.257 -1.197
C -2.157 -1.597 -0.442
C -1.765 -0.807 0.668
C -0.392 -0.512 0.887
H 1.582 0.157 0.233
H 0.894 0.360 -2.239
H -0.118 -1.728 -2.951
H -1.402 -3.236 -1.631
H -3.212 -1.737 -0.705
H -2.502 -0.600 1.486
H -0.042 -0.343 1.920


# 7
# C14H13HfN3O2S2

A molecular structure, C14H13HfN3O2S2 (ωB97M-V/def2-TZVPD, the Open Molecules 2025 dataset).

* Kohn-Sham gap: 8.7 eV
* LUMO level: -7.61 eV
* largest force on an atom: 1.67 eV/Å
* calculated total energy: -1699.9737 a.u.
* E_HOMO: -16.350 eV
* net charge: +2
* relative energy (zero: lowest compared OMol25 entry of this formula, charge and spin): 0.000 eV

Cartesian coordinates (Å):
Hf 0.214 -0.010 -0.329
O 1.427 -0.265 2.805
C 1.347 -0.897 1.780
N 0.183 -1.396 1.188
C -1.103 -1.227 1.909
C -2.213 -1.184 0.887
C -3.498 -1.589 1.163
C -4.449 -1.548 0.156
C -4.097 -1.104 -1.113
C -2.808 -0.697 -1.331
N -1.878 -0.728 -0.351
C 2.553 -1.100 0.873
C 3.743 -1.621 1.304
C 4.767 -1.753 0.373
C 4.571 -1.336 -0.938
C 3.358 -0.798 -1.297
N 2.356 -0.681 -0.407
H -1.097 -0.315 2.509
H -1.253 -2.044 2.614
H -3.744 -1.948 2.154
H -5.462 -1.874 0.356
H -4.813 -1.076 -1.921
H -2.491 -0.323 -2.295
H 3.860 -1.918 2.338
H 5.715 -2.181 0.671
H 5.353 -1.421 -1.680
H 3.171 -0.440 -2.300
C -0.641 4.966 -1.623
O -0.549 4.098 -0.434
C -0.292 2.856 -0.498
S -0.066 1.994 -1.974
S -0.164 2.045 1.027
H -1.691 5.035 -1.884
H -0.052 4.557 -2.436
H -0.256 5.922 -1.295


Number 4 is which compound?
C14H13Cl5N3O4PtSSbSe4


The lowest largest force on an atom belongs to which entry?
C14H13CdN2S3Sb


What is the largest force on an atom in the fourth record?
1.02 eV/Å


Which formula does entry 7 have?
C14H13HfN3O2S2